Computed, not measured: a 4-piece molecular cluster, C4H4Cl12 overall, with ωB97M-V/def2-TZVPD.

Atoms and positions in Å:
Cl (4.46, -0.78, -3.30)
C (2.82, -1.21, -2.82)
Cl (2.80, -2.79, -2.02)
Cl (1.73, -1.18, -4.20)
H (2.49, -0.47, -2.11)
Cl (-3.04, 1.96, 1.68)
C (-1.86, 2.00, 2.99)
Cl (-1.36, 3.64, 3.34)
Cl (-0.46, 0.97, 2.61)
H (-2.31, 1.59, 3.88)
Cl (1.99, 1.92, -0.95)
C (0.22, 1.71, -0.88)
Cl (-0.39, 1.06, -2.39)
Cl (-0.56, 3.23, -0.48)
H (0.01, 1.01, -0.09)
Cl (-0.12, -1.91, -0.16)
C (-1.26, -2.54, 1.05)
Cl (-1.67, -4.20, 0.71)
Cl (-2.70, -1.53, 1.12)
H (-0.77, -2.47, 2.01)

Computed properties:
SMILES = ClC(Cl)Cl.ClC(Cl)Cl.ClC(Cl)Cl.ClC(Cl)Cl
HOMO level = -11.009 eV
energy relative to the best compared isomer or geometry (same formula, charge and spin) = 0.00 kcal/mol
frontier orbital gap = 11.349 eV
total charge = 0

---

Computed, not measured: a single C5H5NO molecule, with ωB97M-V/def2-TZVPD.

Atoms and positions in Å:
C (1.43, 0.13, -0.24)
C (2.70, 0.35, -0.01)
C (-1.65, 0.84, -0.28)
C (-1.45, -0.31, 0.41)
C (-0.44, -1.27, -0.07)
N (0.81, -1.07, -0.13)
O (3.80, 0.59, 0.26)
H (1.08, 1.14, -0.17)
H (-2.57, 1.37, 0.15)
H (-0.98, 1.05, -1.11)
H (-1.91, -0.53, 1.36)
H (-0.81, -2.29, -0.18)

Computed properties:
HOMO level (spin up / spin down) = -5.410 / -9.743 eV
2S+1 = 3
energy relative to the best compared isomer or geometry (same formula, charge and spin) = 43.52 kcal/mol
frontier orbital gap (spin up / spin down) = 6.009 / 7.575 eV
total charge = 0

---

Computed, not measured: an isolated ion of composition C4H5O3PS and charge -2, with ωB97M-V/def2-TZVPD.

Atoms and positions in Å:
C (0.87, 0.36, 1.23)
C (0.97, 1.67, 1.54)
C (-0.17, -0.24, 0.41)
C (-0.63, 0.67, -0.65)
O (2.47, 3.83, 2.36)
O (2.55, 1.43, 3.32)
O (3.50, 1.91, 0.99)
P (2.61, 2.37, 2.12)
S (-1.31, 2.20, 0.10)
H (1.75, -0.22, 1.71)
H (0.09, -1.24, -0.08)
H (-1.11, -0.55, 0.94)
H (0.27, 1.08, -1.13)
H (-1.50, 0.28, -1.34)

Computed properties:
HOMO level = -0.490 eV
frontier orbital gap = 6.214 eV
total charge = -2

---

Computed, not measured: C41H61AsMgN4OSSb as an isolated structure, with ωB97M-V/def2-TZVPD.

Atoms and positions in Å:
Mg (0.43, 0.44, 0.07)
S (-0.93, -0.82, 1.52)
C (0.10, -1.42, 2.82)
C (-0.58, -2.01, 3.89)
C (0.09, -2.50, 5.00)
C (1.47, -2.42, 5.07)
C (2.16, -1.86, 4.02)
C (1.51, -1.35, 2.89)
As (2.61, -0.66, 1.44)
C (3.41, -2.30, 0.77)
C (4.31, -2.21, -0.29)
C (4.94, -3.34, -0.79)
C (4.64, -4.58, -0.25)
C (3.73, -4.69, 0.78)
C (3.11, -3.55, 1.29)
C (4.14, 0.02, 2.48)
C (5.45, -0.29, 2.16)
C (6.51, 0.26, 2.88)
C (6.26, 1.15, 3.91)
C (4.96, 1.47, 4.25)
C (3.91, 0.91, 3.54)
H (-1.66, -2.07, 3.84)
H (-0.48, -2.94, 5.82)
H (2.00, -2.80, 5.94)
H (3.24, -1.81, 4.06)
H (4.52, -1.23, -0.73)
H (5.66, -3.25, -1.59)
H (5.12, -5.47, -0.65)
H (3.50, -5.66, 1.20)
H (2.40, -3.64, 2.11)
H (5.67, -0.99, 1.36)
H (7.53, -0.01, 2.62)
H (7.09, 1.58, 4.47)
H (4.75, 2.14, 5.06)
H (2.89, 1.14, 3.84)
C (0.29, 2.00, 2.95)
N (0.55, 2.44, 1.57)
C (1.87, 3.09, 1.52)
C (-0.47, 3.41, 1.16)
C (-0.71, 3.41, -0.33)
N (-1.25, 2.14, -0.85)
C (-2.56, 1.85, -0.26)
C (-1.42, 2.31, -2.30)
H (0.35, 2.85, 3.65)
H (1.02, 1.25, 3.24)
H (-0.69, 1.54, 3.01)
H (1.94, 3.89, 2.26)
H (2.04, 3.52, 0.53)
H (2.65, 2.36, 1.73)
H (-0.18, 4.43, 1.46)
H (-1.41, 3.19, 1.68)
H (0.23, 3.60, -0.86)
H (-1.40, 4.23, -0.57)
H (-3.24, 2.71, -0.37)
H (-2.47, 1.59, 0.79)
H (-3.00, 0.99, -0.76)
H (-2.05, 3.18, -2.52)
H (-1.91, 1.43, -2.72)
H (-0.45, 2.45, -2.78)
C (1.44, -3.60, -2.18)
C (1.01, -2.17, -2.01)
O (0.93, -1.61, -0.92)
N (0.72, -1.52, -3.16)
C (0.27, -0.14, -3.16)
C (1.44, 0.80, -2.90)
C (2.16, 1.35, -3.95)
C (3.30, 2.09, -3.68)
C (3.70, 2.24, -2.36)
C (2.91, 1.68, -1.37)
N (1.80, 1.00, -1.63)
H (1.50, -4.08, -1.21)
H (2.43, -3.62, -2.64)
H (0.75, -4.14, -2.82)
H (0.82, -2.00, -4.04)
H (-0.47, -0.03, -2.36)
H (-0.19, 0.08, -4.12)
H (1.84, 1.19, -4.98)
H (3.87, 2.54, -4.48)
H (4.59, 2.79, -2.10)
H (3.20, 1.76, -0.33)
C (-3.30, -1.30, -4.37)
C (-4.24, -1.33, -3.17)
C (-4.95, 0.01, -2.99)
Sb (-3.08, -1.89, -1.37)
C (-3.05, -4.08, -1.64)
C (-4.06, -4.62, -2.65)
C (-1.63, -4.51, -2.00)
C (-4.75, -1.82, 0.06)
C (-4.36, -2.48, 1.38)
C (-6.04, -2.44, -0.48)
H (-3.86, -1.08, -5.29)
H (-2.79, -2.25, -4.51)
H (-2.54, -0.52, -4.25)
H (-4.99, -2.11, -3.32)
H (-4.24, 0.83, -2.96)
H (-5.54, 0.04, -2.07)
H (-5.63, 0.19, -3.82)
H (-3.29, -4.47, -0.65)
H (-3.78, -4.33, -3.67)
H (-5.07, -4.26, -2.45)
H (-4.08, -5.71, -2.61)
H (-1.35, -4.12, -2.99)
H (-1.54, -5.60, -2.03)
H (-0.90, -4.13, -1.27)
H (-4.91, -0.75, 0.23)
H (-4.32, -3.56, 1.28)
H (-5.11, -2.25, 2.15)
H (-3.40, -2.13, 1.74)
H (-5.94, -3.52, -0.55)
H (-6.30, -2.05, -1.47)
H (-6.87, -2.23, 0.19)

Computed properties:
HOMO level = -9.336 eV
energy relative to the best compared isomer or geometry (same formula, charge and spin) = 2.58 kcal/mol
frontier orbital gap = 6.897 eV
total charge = +1

---

Computed, not measured: a 4-piece molecular cluster, C21H48O9PS overall, with ωB97M-V/def2-TZVPD.

Atoms and positions in Å:
C (-3.59, 8.98, 10.77)
C (-3.35, 8.45, 9.73)
C (-3.10, 7.82, 8.44)
P (-2.32, 9.02, 7.31)
S (-0.94, 8.18, 6.05)
H (-3.69, 9.36, 11.76)
H (-4.03, 7.48, 7.97)
H (-2.44, 6.95, 8.54)
H (-3.31, 9.49, 6.45)
H (-1.80, 10.08, 8.04)
H (0.05, 8.02, 6.94)
C (1.96, 1.37, 2.05)
O (0.66, 1.70, 2.50)
C (0.04, 0.71, 3.29)
C (-0.66, 1.30, 4.50)
O (0.21, 1.85, 5.48)
C (0.86, 3.07, 5.22)
C (-0.04, 4.29, 5.30)
O (-0.93, 4.37, 4.21)
C (-2.23, 4.79, 4.53)
H (1.92, 0.69, 1.20)
H (2.44, 2.30, 1.73)
H (2.56, 0.92, 2.85)
H (0.78, -0.03, 3.63)
H (-0.71, 0.18, 2.69)
H (-1.17, 0.48, 5.00)
H (-1.42, 2.02, 4.19)
H (1.40, 3.06, 4.27)
H (1.59, 3.17, 6.02)
H (0.61, 5.18, 5.28)
H (-0.58, 4.28, 6.25)
H (-2.58, 4.35, 5.47)
H (-2.90, 4.47, 3.73)
H (-2.28, 5.89, 4.60)
C (6.10, -2.21, -3.97)
O (4.74, -2.41, -3.66)
C (4.52, -3.02, -2.40)
C (3.39, -2.36, -1.64)
O (3.67, -1.06, -1.16)
C (3.72, 0.01, -2.08)
C (2.40, 0.41, -2.69)
O (1.94, -0.56, -3.62)
C (0.55, -0.80, -3.58)
H (6.58, -3.13, -4.31)
H (6.14, -1.48, -4.78)
H (6.66, -1.81, -3.12)
H (5.43, -3.01, -1.79)
H (4.24, -4.07, -2.56)
H (3.24, -2.96, -0.73)
H (2.46, -2.39, -2.20)
H (4.47, -0.17, -2.86)
H (4.07, 0.87, -1.49)
H (2.54, 1.36, -3.22)
H (1.66, 0.56, -1.89)
H (0.18, -0.86, -2.54)
H (0.37, -1.76, -4.06)
H (-0.01, -0.03, -4.11)
C (0.48, -6.49, -4.30)
O (-0.92, -6.38, -4.25)
C (-1.41, -5.37, -3.38)
C (-2.52, -4.56, -4.00)
O (-2.12, -3.71, -5.06)
C (-1.79, -4.29, -6.32)
C (-2.96, -4.85, -7.09)
O (-3.45, -6.04, -6.51)
C (-4.86, -6.17, -6.54)
H (0.87, -7.02, -3.42)
H (0.74, -7.06, -5.19)
H (0.96, -5.51, -4.36)
H (-0.59, -4.70, -3.08)
H (-1.80, -5.85, -2.48)
H (-2.88, -3.88, -3.23)
H (-3.36, -5.19, -4.29)
H (-0.99, -5.03, -6.22)
H (-1.39, -3.46, -6.90)
H (-2.61, -5.07, -8.11)
H (-3.74, -4.09, -7.16)
H (-5.35, -5.23, -6.28)
H (-5.13, -6.92, -5.81)
H (-5.21, -6.49, -7.53)

Computed properties:
HOMO level = -9.942 eV
energy relative to the best compared isomer or geometry (same formula, charge and spin) = 0.00 kcal/mol
frontier orbital gap = 5.992 eV
total charge = +1

---

Computed, not measured: C3H5N3OS as an isolated structure, with ωB97M-V/def2-TZVPD.

Atoms and positions in Å:
C (0.89, -1.47, -0.74)
C (-0.39, -2.03, -0.78)
C (-0.45, 0.19, 0.46)
N (1.23, -0.30, -0.32)
N (0.66, 2.38, 0.30)
N (-0.32, 1.49, 0.74)
O (-2.63, -1.42, 0.43)
S (-1.64, -0.85, -0.42)
H (1.70, -2.07, -0.96)
H (-0.48, -2.98, -1.19)
H (1.72, 2.00, 0.28)
H (0.78, 3.10, 0.99)
H (-1.07, 1.96, 1.22)

Computed properties:
HOMO level = -7.569 eV
energy relative to the best compared isomer or geometry (same formula, charge and spin) = 177.59 kcal/mol
frontier orbital gap = 6.557 eV
total charge = 0

---

Computed, not measured: a 2-piece molecular cluster, C3H9NS overall, with ωB97M-V/def2-TZVPD.

Atoms and positions in Å:
C (1.16, 1.75, -0.95)
C (-1.56, 0.47, 0.18)
C (0.67, -0.98, 1.43)
N (-0.27, -1.47, -1.28)
S (0.05, -0.35, -0.25)
H (2.16, 1.63, -1.33)
H (0.31, 1.76, -1.62)
H (-2.20, -0.17, 0.68)
H (-1.12, 1.35, 0.63)
H (-2.09, 0.82, -0.71)
H (1.60, -0.50, 1.41)
H (0.06, -0.53, 2.25)
H (0.66, -2.15, 1.55)
H (0.60, -1.63, -1.98)

Computed properties:
HOMO level (spin up / spin down) = -6.758 / -8.345 eV
2S+1 = 3
energy relative to the best compared isomer or geometry (same formula, charge and spin) = 67.45 kcal/mol
frontier orbital gap (spin up / spin down) = 7.633 / 7.832 eV
total charge = 0

---

Computed, not measured: a 2-piece molecular cluster, C2HF3NP overall, with ωB97M-V/def2-TZVPD.

Atoms and positions in Å:
C (1.26, -0.45, 0.95)
C (1.05, -0.27, -0.36)
N (1.34, -0.53, 2.13)
F (1.33, 0.85, -0.99)
F (0.83, -1.31, -1.24)
F (-1.38, 1.31, 0.65)
P (-1.93, -0.14, 0.09)
H (-2.50, 0.54, -1.24)

Computed properties:
HOMO level (spin up / spin down) = -9.583 / -9.139 eV
energy relative to the best compared isomer or geometry (same formula, charge and spin) = 66.83 kcal/mol
frontier orbital gap (spin up / spin down) = 8.073 / 7.550 eV
total charge = 0

---

Computed, not measured: a 3-piece molecular cluster, C26H39FN2O8P2S overall, with ωB97M-V/def2-TZVPD.

Atoms and positions in Å:
N (1.41, 0.00, 6.87)
P (1.55, -1.13, 5.80)
C (2.02, -0.62, 4.11)
C (3.31, -0.87, 3.66)
C (3.73, -0.51, 2.38)
C (5.15, -0.83, 1.97)
S (5.30, -2.21, 0.84)
O (5.22, -3.42, 1.60)
O (6.47, -1.98, 0.03)
C (2.86, 0.15, 1.50)
C (3.31, 0.61, 0.15)
C (3.82, 2.04, 0.18)
F (4.24, 2.39, -1.08)
C (1.54, 0.37, 1.94)
C (1.13, -0.01, 3.23)
C (-0.32, 0.22, 3.56)
O (-0.73, 0.58, 4.62)
C (-1.25, 0.00, 2.42)
C (-2.50, -0.57, 2.62)
C (-3.35, -0.78, 1.53)
C (-4.71, -1.34, 1.84)
N (-5.56, -0.26, 2.38)
C (-2.91, -0.41, 0.25)
P (-3.97, -0.55, -1.25)
O (-2.82, -0.72, -2.40)
O (-4.59, -2.07, -1.22)
C (-1.66, 0.18, 0.06)
C (-0.83, 0.38, 1.16)
C (0.51, 0.98, 1.04)
O (0.75, 1.88, 0.29)
H (0.46, 0.03, 7.22)
H (2.56, -2.07, 6.09)
H (0.38, -1.90, 5.61)
H (3.99, -1.37, 4.33)
H (5.70, -1.17, 2.84)
H (5.60, 0.04, 1.51)
H (4.23, -2.16, 0.00)
H (2.51, 0.55, -0.58)
H (4.13, 0.02, -0.27)
H (3.06, 2.73, 0.51)
H (4.66, 2.12, 0.86)
H (-2.80, -0.83, 3.62)
H (-4.57, -2.08, 2.63)
H (-5.15, -1.86, 1.01)
H (-5.17, 0.64, 2.16)
H (-6.51, -0.32, 2.04)
H (-2.39, -1.58, -2.30)
H (-5.53, -1.96, -1.40)
H (-1.33, 0.47, -0.92)
C (-8.25, 1.96, -3.08)
C (-8.61, 1.57, -1.66)
O (-7.49, 1.22, -0.86)
C (-6.51, 2.22, -0.68)
C (-7.02, 3.49, -0.01)
H (-7.71, 1.15, -3.57)
H (-9.15, 2.17, -3.65)
H (-7.62, 2.85, -3.12)
H (-9.25, 0.69, -1.67)
H (-9.19, 2.37, -1.18)
H (-6.02, 2.45, -1.63)
H (-5.74, 1.77, -0.05)
H (-7.79, 3.99, -0.61)
H (-6.20, 4.19, 0.13)
H (-7.47, 3.26, 0.96)
C (6.54, -2.21, -5.72)
C (6.00, -0.81, -5.55)
O (5.03, -0.68, -4.52)
C (5.47, -1.02, -3.22)
C (6.63, -0.20, -2.70)
H (5.73, -2.92, -5.92)
H (7.24, -2.24, -6.56)
H (7.07, -2.56, -4.83)
H (5.48, -0.50, -6.46)
H (6.81, -0.09, -5.40)
H (5.71, -2.09, -3.16)
H (4.60, -0.86, -2.58)
H (7.53, -0.33, -3.30)
H (6.86, -0.49, -1.68)
H (6.37, 0.87, -2.71)

Computed properties:
SMILES = N=[PH2]c1cc(C[SH](=O)=O)c(CCF)c2c1C(=O)c1cc(CN)c(P(O)O)cc1C2=O.CCOCC.CCOCC
HOMO level = -8.828 eV
frontier orbital gap = 7.564 eV
total charge = 0

---

Computed, not measured: a single C5H6N2O3S2 molecule, with ωB97M-V/def2-TZVPD.

Atoms and positions in Å:
C (1.81, 1.80, -0.77)
C (0.63, 1.16, -0.08)
N (-0.41, 1.84, 0.33)
O (-0.67, 3.02, 0.42)
O (-1.59, 0.99, 0.78)
C (-1.53, -0.20, 0.20)
S (-3.08, -1.06, 0.13)
S (-2.16, -0.19, -1.52)
N (-0.34, -1.00, 0.48)
C (-0.40, -2.43, 0.62)
C (0.81, -0.33, 0.16)
O (1.89, -0.82, 0.25)
H (1.65, 2.87, -0.53)
H (1.68, 1.58, -1.86)
H (2.73, 1.20, -0.44)
H (0.67, -2.72, 0.29)
H (-0.53, -2.95, 1.54)
H (-1.16, -2.77, -0.01)

Computed properties:
SMILES = CC1=[N+]([O-])OC2(SS2)N(C)C1=O
HOMO level = -8.907 eV
energy relative to the best compared isomer or geometry (same formula, charge and spin) = 22.30 kcal/mol
frontier orbital gap = 8.329 eV
total charge = 0

---

Computed, not measured: C12H23AsGeI3NOPd as an isolated structure, with ωB97M-V/def2-TZVPD.

Atoms and positions in Å:
Pd (-0.64, 0.59, -0.79)
C (2.87, -2.15, -2.50)
As (2.48, -1.26, -0.85)
C (3.54, 0.31, -0.82)
C (3.30, -2.29, 0.58)
O (0.84, -0.83, -0.72)
H (2.37, -1.51, -3.31)
H (2.51, -3.19, -2.50)
H (3.96, -2.17, -2.68)
H (4.66, 0.28, -0.57)
H (3.21, 0.97, 0.04)
H (3.44, 0.82, -1.86)
H (4.34, -2.53, 0.49)
H (2.80, -3.24, 0.82)
H (3.18, -1.59, 1.45)
C (-2.66, -1.91, -0.53)
Ge (-1.88, -1.27, 1.14)
C (-3.34, -1.77, 2.43)
C (-0.52, -2.60, 1.66)
C (-1.21, 0.59, 1.11)
H (-3.12, -1.10, -1.16)
H (-3.50, -2.65, -0.29)
H (-1.82, -2.43, -0.99)
H (-3.22, -1.39, 3.48)
H (-3.45, -2.87, 2.48)
H (-4.20, -1.32, 1.97)
H (0.07, -2.41, 2.56)
H (0.19, -2.59, 0.82)
H (-0.86, -3.63, 1.67)
H (-2.03, 1.32, 1.26)
I (0.54, 0.94, 2.26)
I (3.54, -0.49, 3.93)
I (-0.87, 0.67, -3.44)
C (-1.14, 2.61, -0.89)
C (-2.39, 3.19, -0.93)
C (-2.46, 4.58, -0.74)
C (-1.30, 5.33, -0.52)
C (-0.08, 4.63, -0.66)
N (-0.02, 3.30, -0.79)
H (-3.34, 2.59, -0.96)
H (-3.41, 5.03, -0.78)
H (-1.28, 6.39, -0.26)
H (0.91, 5.08, -0.56)

Computed properties:
HOMO level (spin up / spin down) = -7.744 / -7.979 eV
2S+1 = 3
energy relative to the best compared isomer or geometry (same formula, charge and spin) = 0.00 kcal/mol
frontier orbital gap (spin up / spin down) = 7.876 / 4.501 eV
total charge = 0

---

Computed, not measured: C12H26IrNO2P2 as an isolated structure, with ωB97M-V/def2-TZVPD.

Atoms and positions in Å:
Ir (-0.39, -0.12, 0.14)
P (1.74, -0.94, 0.36)
C (2.04, -1.42, -1.32)
C (0.91, -1.75, -2.07)
N (-0.34, -1.38, -1.59)
C (-1.45, -1.57, -2.28)
C (-1.41, -2.28, -3.48)
C (-0.18, -2.63, -4.04)
C (0.98, -2.32, -3.37)
C (-2.73, -0.96, -1.78)
P (-2.39, 0.55, -0.74)
H (1.98, -2.50, -3.76)
H (-2.34, -2.46, -4.00)
H (-0.13, -3.11, -5.01)
H (-3.37, -0.72, -2.63)
H (-3.33, -1.64, -1.16)
H (3.88, 2.33, -4.07)
H (3.00, -1.79, -1.65)
H (0.46, 4.97, -1.79)
O (3.61, 2.69, -4.94)
H (3.56, 3.66, -4.77)
H (-0.37, 1.40, -0.06)
O (1.35, 5.13, -1.42)
H (1.33, 4.58, -0.62)
C (-2.59, 1.98, -1.89)
H (-3.47, 1.92, -2.55)
H (-2.64, 2.87, -1.26)
H (-1.66, 2.04, -2.48)
C (-3.72, 0.78, 0.52)
H (-3.35, 1.53, 1.23)
H (-4.67, 1.15, 0.08)
H (-3.91, -0.16, 1.04)
C (1.84, -2.33, 1.52)
H (2.64, -3.02, 1.24)
H (2.05, -1.90, 2.50)
H (0.90, -2.89, 1.54)
C (3.06, 0.23, 0.76)
H (2.93, 0.57, 1.80)
H (4.05, -0.23, 0.65)
H (2.98, 1.09, 0.08)
C (-0.15, 0.89, 1.85)
H (0.33, 0.25, 2.60)
H (-1.16, 1.19, 2.15)
H (0.46, 1.79, 1.74)

Computed properties:
HOMO level (spin up / spin down) = -15.299 / -19.259 eV
2S+1 = 6
energy relative to the best compared isomer or geometry (same formula, charge and spin) = 0.00 kcal/mol
frontier orbital gap (spin up / spin down) = 6.576 / 2.769 eV
total charge = +3

---

Computed, not measured: a 2-piece molecular cluster, C5H8O overall, with ωB97M-V/def2-TZVPD.

Atoms and positions in Å:
C (-1.97, -0.27, -0.78)
C (-1.27, 0.38, -1.68)
O (-0.70, 0.98, -2.50)
H (-1.49, -1.00, -0.14)
H (-3.03, -0.07, -0.70)
C (1.41, -0.39, -0.60)
C (1.12, 0.45, 0.38)
C (0.50, 0.06, 1.69)
H (1.19, -1.46, -0.53)
H (1.87, -0.05, -1.53)
H (1.35, 1.51, 0.26)
H (1.26, 0.05, 2.48)
H (-0.29, 0.76, 1.99)
H (0.06, -0.95, 1.65)

Computed properties:
SMILES = C=C=O.C=CC
HOMO level = -9.163 eV
energy relative to the best compared isomer or geometry (same formula, charge and spin) = 43.59 kcal/mol
frontier orbital gap = 10.160 eV
total charge = 0

---

no.,E (eV)
1,-154481.793
2,-8797.013
3,-30493.973
4,-135169.091
5,-61091.929
6,-20537.958
7,-15574.641
8,-21017.673
9,-79083.361
10,-36070.878
11,-161487.461
12,-39831.550
13,-7360.365